Here is C40H42AuClN2SSb2Si as an isolated structure at a distorted geometry from the OMol25 dataset. Energies are from ωB97M-V/def2-TZVPD.

Geometry as XYZ:
```
90
Properties=species:S:1:pos:R:3:forces:R:3:mulliken_charge:R:1
Au 0.086008 -0.364831 -0.117261 -0.1 -0.3 0.5 1.330
C 2.800035 1.842008 4.643940 -0.1 0.1 0.0 -0.886
Si 3.685869 0.277618 4.149734 0.0 0.0 -0.1 0.173
C 5.472002 0.382207 4.644787 0.1 0.0 0.0 -1.126
C 2.886504 -1.222170 4.891625 0.0 -0.1 0.1 -0.990
C 3.635922 0.190512 2.246140 -0.2 0.0 0.0 0.178
C 4.813263 0.272505 1.511652 0.1 0.0 -0.1 -0.007
C 4.812825 0.294137 0.118001 0.0 0.0 0.1 -1.164
C 3.597997 0.248350 -0.523279 -0.1 -0.1 0.1 -0.831
N 2.437568 0.170242 0.143457 0.3 -0.2 0.0 -0.254
C 2.455583 0.121629 1.487414 0.0 0.0 -0.1 0.519
S 0.846675 -0.073108 2.212178 0.3 0.4 -0.4 -0.643
H 2.897251 2.019170 5.716527 0.0 0.0 0.0 0.403
H 1.734965 1.785167 4.412446 0.0 0.0 0.0 0.155
H 3.226053 2.705045 4.127407 0.0 0.0 0.0 0.327
H 5.539293 0.456986 5.731729 0.0 0.0 0.0 0.329
H 5.965450 1.262934 4.229920 0.0 0.0 0.0 0.322
H 6.037233 -0.502755 4.346650 0.0 0.0 0.0 0.344
H 3.050120 -1.216444 5.971779 0.0 0.0 0.0 0.362
H 3.321243 -2.142772 4.498310 0.0 0.0 0.0 0.350
H 1.811267 -1.251427 4.716757 0.0 0.0 0.0 0.288
H 5.760571 0.315421 2.033679 0.0 0.0 0.0 0.431
H 5.732401 0.343743 -0.446907 0.0 0.0 0.0 0.450
H 3.523739 0.266287 -1.601930 0.0 0.0 -0.1 0.679
C -1.340172 2.352888 2.371044 1.0 0.1 0.3 -0.601
C -2.796774 1.997700 2.293837 -0.2 -0.1 0.2 -0.835
C -3.096773 0.659270 1.623606 0.0 0.0 0.1 -1.049
Sb -2.542791 1.053694 -0.374764 -0.1 0.5 -0.2 0.722
C -4.020402 2.513612 -0.783534 -0.1 0.1 0.1 0.977
C -5.306793 2.334303 -0.272815 0.0 0.1 0.0 -0.425
C -6.281002 3.297891 -0.492315 0.0 0.0 0.0 -0.788
C -5.975818 4.441996 -1.217179 0.0 0.0 0.0 -0.718
C -4.702191 4.617834 -1.735828 0.0 0.0 0.0 -0.719
C -3.724184 3.656047 -1.518537 0.0 0.0 -0.1 -0.606
C -2.958168 -0.280324 -1.938291 0.0 -0.1 -0.3 1.091
C -4.286822 -0.339571 -2.361608 0.1 -0.2 0.1 -0.624
C -4.619418 -1.116334 -3.462156 0.0 0.0 0.1 -0.705
C -3.634594 -1.804474 -4.154008 0.0 0.0 0.0 -0.674
C -2.309452 -1.721522 -3.751738 0.0 0.0 0.0 -1.128
C -1.966205 -0.952643 -2.649491 -0.1 0.0 0.0 -0.527
Sb -0.321381 2.766637 0.434465 -1.7 -0.6 -0.5 1.346
C 0.542009 2.539516 -1.493658 1.1 -0.2 0.2 0.760
C -0.208682 2.208537 -2.616695 0.1 0.1 0.0 -0.325
C 0.419076 2.185830 -3.856011 -0.1 0.0 0.0 -1.092
C 1.765240 2.493619 -3.974136 0.0 0.0 0.0 -0.751
C 2.497129 2.846886 -2.851140 0.0 0.0 0.1 -0.744
C 1.893561 2.863321 -1.600664 -0.1 0.0 -0.2 -1.112
C -1.014807 4.723013 0.150791 0.1 0.3 0.1 1.377
C -1.785815 5.358008 1.129813 0.0 0.0 -0.2 -0.576
C -2.239680 6.651323 0.925250 0.0 0.0 0.0 -0.905
C -1.912180 7.322986 -0.244289 0.0 0.1 0.0 -0.582
C -1.128554 6.708150 -1.211052 0.0 0.0 0.0 -0.766
C -0.675938 5.412905 -1.016877 0.0 0.0 0.1 -0.606
H -0.687738 1.571020 2.749730 -0.2 0.0 0.1 0.168
H -1.147632 3.283843 2.897644 0.0 0.0 0.1 0.682
H -3.398470 2.790207 1.842034 0.0 0.0 0.0 0.165
H -3.087160 1.964506 3.352930 -0.1 -0.1 0.0 0.630
H -4.156269 0.416915 1.666588 0.0 0.0 0.0 0.621
H -2.517822 -0.168611 2.028884 0.0 0.0 0.0 0.654
H -5.574562 1.445780 0.288336 0.0 0.0 0.0 0.413
H -7.278325 3.153860 -0.098785 0.0 0.0 0.0 0.448
H -6.734979 5.194681 -1.380451 0.0 0.0 0.0 0.433
H -4.464975 5.502392 -2.311454 0.0 0.0 0.0 0.503
H -2.737074 3.813976 -1.932953 0.0 0.0 0.0 0.287
H -5.065884 0.201718 -1.843353 0.0 0.0 0.0 0.391
H -5.650578 -1.173929 -3.782794 0.0 0.0 0.0 0.451
H -3.899122 -2.398066 -5.018623 0.0 0.0 0.0 0.429
H -1.539312 -2.246576 -4.300948 0.0 0.0 0.0 0.492
H -0.920589 -0.880700 -2.375937 0.0 0.0 0.0 0.626
H -1.272235 2.024530 -2.583951 0.0 -0.1 0.0 0.691
H -0.162788 1.932836 -4.732673 0.0 0.0 0.0 0.524
H 2.240661 2.472445 -4.945005 0.0 0.0 0.0 0.448
H 3.541452 3.115609 -2.942657 0.0 0.0 0.0 0.500
H 2.479578 3.140428 -0.734984 0.0 0.0 0.0 0.492
H -2.052598 4.861997 2.050419 0.0 0.0 0.0 0.256
H -2.842041 7.137164 1.680454 0.0 0.0 0.0 0.454
H -2.259980 8.335872 -0.397017 0.0 0.0 0.0 0.443
H -0.866641 7.240834 -2.115243 0.0 0.0 0.0 0.450
H -0.062305 4.949292 -1.778652 0.0 0.0 0.0 0.350
Cl 2.631931 -5.430745 -0.646665 0.0 0.0 0.0 -0.181
C 1.107607 -4.645136 -0.521820 0.1 0.0 0.0 0.035
C -0.062582 -5.371171 -0.381676 0.0 0.0 0.0 -0.229
C -1.256390 -4.675013 -0.288451 0.0 0.0 0.0 -0.863
C -1.238193 -3.294323 -0.338809 0.0 0.0 0.0 -0.177
N -0.103169 -2.600804 -0.471320 0.0 0.1 -0.2 -0.162
C 1.053474 -3.262448 -0.560859 0.0 0.0 0.0 -0.421
H -0.033360 -6.451328 -0.346001 0.0 0.0 0.0 0.456
H -2.194473 -5.199270 -0.175885 0.0 0.0 0.0 0.445
H -2.153454 -2.720985 -0.278577 0.0 0.0 0.0 0.433
H 1.960537 -2.679853 -0.655550 0.0 0.0 0.0 0.513
```
Forces are in eV/Å.

As for the HOMO energy: -12.860 eV. The total energy is -3422.40298 Eh. The max |F| comes out at 1.9 eV Å⁻¹. As for the gap between HOMO and LUMO: 5.205 eV. As for the net charge: +2.